Here is a structure of composition C44H36N7O2PTi from the OMol25 dataset. Energies are from ωB97M-V/def2-TZVPD.

Properties
Energy relative to the best compared isomer or geometry (same formula, charge and spin): 0.0 kcal/mol
Spin multiplicity: 3
Largest force on an atom: 0.838 eV/A
Highest occupied orbital energy (spin up / spin down): -4.5 / -7.4 eV
LUMO (spin up / spin down): 0.040 / 0.038 eV
HOMO-LUMO gap (spin up / spin down): 0.1672 / 0.2728 hartree

Element x y z (Å)
Ti  -0.29547  0.20761  0.35848
C  1.98124  -1.77998  -1.09526
N  1.30089  -0.54980  -1.48558
C  0.47510  -0.59327  -2.69037
C  -0.90926  -1.04597  -2.34735
N  -1.40669  -0.93727  -1.14782
C  -2.70897  -1.42523  -1.22511
C  -3.67710  -1.54155  -0.23262
C  -4.89795  -2.06837  -0.60421
C  -5.15099  -2.47385  -1.92498
C  -4.19263  -2.36480  -2.91502
C  -2.96773  -1.82980  -2.53408
N  -1.78888  -1.58740  -3.22959
C  1.33553  -2.40271  0.10552
N  0.48133  -1.77995  0.86700
C  0.11841  -2.69173  1.85849
C  -0.78648  -2.54870  2.90499
C  -0.94590  -3.62982  3.74850
C  -0.22847  -4.82186  3.55600
C  0.66270  -4.97343  2.51132
C  0.81596  -3.88116  1.66517
N  1.58386  -3.67133  0.52669
H  2.01555  -2.50758  -1.91470
H  3.01682  -1.54291  -0.83597
H  1.97003  0.20742  -1.56879
H  0.41417  0.42942  -3.07541
H  0.90147  -1.23637  -3.47072
H  -3.46482  -1.20213  0.77379
H  -5.68204  -2.16726  0.13491
H  -6.12235  -2.88119  -2.17274
H  -4.39320  -2.67595  -3.93164
H  -1.62313  -1.72978  -4.20977
H  -1.33116  -1.61871  3.00855
H  -1.64068  -3.56403  4.57554
H  -0.38200  -5.64413  4.24231
H  1.20951  -5.89528  2.36415
H  2.23379  -4.31333  0.10985
O  1.08805  2.84440  -2.21866
C  0.79708  2.30066  -1.15567
O  -0.36576  1.73575  -0.92513
C  1.78765  2.11814  -0.06510
C  3.02191  2.75576  -0.08069
C  3.92966  2.54384  0.93204
C  3.56928  1.66759  2.01364
C  4.41664  1.41117  3.09821
C  4.03077  0.58848  4.14248
C  2.76236  0.01329  4.12755
C  1.90388  0.24629  3.06702
C  2.29243  1.04931  1.98533
N  1.41708  1.23959  0.93669
H  3.23334  3.41476  -0.91309
H  4.89382  3.03540  0.94260
H  5.39360  1.88200  3.11103
H  4.70368  0.40857  4.97109
H  2.43586  -0.60897  4.95216
H  0.90207  -0.16714  3.06878
N  -1.55905  0.55004  1.72705
P  -2.24524  1.83216  2.29415
C  -1.95682  2.04832  4.07583
C  -1.91773  3.29200  4.69693
C  -1.68971  3.38805  6.06338
C  -1.49930  2.24195  6.81998
C  -1.53737  0.99518  6.20804
C  -1.76281  0.90204  4.84461
C  -4.05280  1.76291  2.12053
C  -4.57432  1.42566  0.87167
C  -5.94237  1.31947  0.68443
C  -6.80860  1.54416  1.74778
C  -6.29973  1.87539  2.99399
C  -4.92698  1.98621  3.17987
C  -1.76204  3.42496  1.59089
C  -2.63435  4.25063  0.89092
C  -2.17858  5.44164  0.33926
C  -0.85385  5.81745  0.49166
C  0.01792  5.00878  1.21131
C  -0.43574  3.82282  1.76040
H  -2.05681  4.19345  4.11289
H  -1.65244  4.36264  6.53278
H  -1.31354  2.31786  7.88374
H  -1.38169  0.09679  6.79177
H  -1.77509  -0.06734  4.36268
H  -3.90179  1.23711  0.04162
H  -6.33071  1.05654  -0.29152
H  -7.87831  1.45913  1.60384
H  -6.96818  2.04777  3.82781
H  -4.54015  2.24620  4.15719
H  -3.67184  3.97162  0.76107
H  -2.86266  6.06995  -0.21664
H  -0.49767  6.73956  0.05051
H  1.05628  5.28882  1.33348
H  0.25337  3.19294  2.30916

Force components x, y, z for each atom (eV/Å):
-0.320 0.394 0.667
0.074 0.013 -0.009
-0.106 -0.136 -0.008
0.010 0.015 0.001
0.167 -0.033 -0.027
-0.286 -0.105 -0.227
0.087 0.034 0.104
0.006 -0.004 0.004
-0.014 -0.030 -0.048
-0.005 0.012 0.050
0.009 0.020 0.001
0.001 -0.079 -0.134
-0.072 0.028 0.095
0.022 0.055 -0.103
0.015 -0.314 0.022
-0.023 0.176 -0.027
0.020 -0.029 -0.025
0.011 -0.025 0.001
-0.037 0.025 0.030
0.010 0.019 -0.028
0.077 -0.118 -0.009
-0.044 0.043 0.087
-0.003 -0.003 -0.002
0.000 -0.005 -0.004
-0.051 0.064 0.089
-0.002 -0.007 -0.009
-0.001 0.012 -0.015
0.011 -0.030 -0.005
0.001 0.006 0.004
0.001 0.000 -0.007
0.005 -0.003 0.000
-0.010 -0.003 -0.005
-0.008 -0.017 -0.007
0.002 -0.002 0.002
0.005 -0.003 -0.003
-0.002 -0.001 0.000
-0.001 -0.007 0.005
-0.008 0.074 0.022
-0.004 -0.030 -0.002
0.178 -0.046 -0.206
-0.002 0.097 0.001
0.044 -0.001 -0.010
-0.050 -0.035 0.016
0.062 0.041 -0.018
0.009 -0.006 0.018
-0.031 -0.007 -0.013
0.024 0.001 0.009
0.002 -0.020 0.033
-0.144 -0.061 0.010
0.296 0.182 -0.193
-0.013 -0.004 0.000
0.004 -0.002 -0.003
-0.001 0.002 -0.004
0.000 0.000 0.002
0.005 -0.001 0.002
0.008 0.015 -0.012
-0.005 -0.021 -0.169
-0.003 -0.168 0.071
0.040 -0.132 0.066
-0.052 0.068 0.002
-0.011 0.023 -0.017
-0.001 -0.060 -0.013
0.008 0.043 0.032
0.011 -0.015 -0.027
-0.083 0.003 0.030
0.036 -0.008 -0.050
-0.022 0.026 0.009
0.009 -0.008 -0.016
0.029 0.012 0.007
-0.009 0.036 0.001
0.029 0.114 0.038
-0.015 0.000 -0.067
-0.001 -0.014 0.003
0.011 -0.008 0.026
-0.002 -0.006 -0.027
0.066 -0.021 -0.033
0.004 -0.004 -0.010
0.000 -0.002 0.007
0.000 0.006 -0.001
0.002 0.006 0.004
0.004 0.036 -0.020
0.019 0.027 0.039
-0.008 -0.002 0.003
0.002 -0.002 -0.002
-0.010 -0.002 -0.007
0.010 -0.010 -0.001
0.001 -0.030 0.014
0.005 0.003 0.001
0.002 -0.004 -0.003
-0.004 0.017 -0.011
0.013 -0.060 0.009

Atom charges from the Mulliken analysis, given in e for atoms 1 to 5: number 1, Ti, carries -0.3378; number 2, C, carries -1.2842; number 3, N, carries 0.0033; number 4, C, carries -1.4631; number 5, C, carries 0.3114